<one>
Molecular formula: C4H6N4
Method: DFT, the ωB97M-V functional and the def2-TZVPD basis

HOMO energy in eV: -9.2
Gap between HOMO and LUMO in eV: 9.597

Atoms and positions in Å:
C: 1.744 -0.156 0.009
C: -0.405 -0.528 -0.628
C: -1.700 -0.836 -0.106
C: -1.459 0.540 0.586
H: 3.546 0.325 0.225
H: -1.597 -1.879 0.393
H: -2.572 -0.881 -0.732
H: -0.719 0.150 1.630
H: -2.274 1.202 0.640
H: 1.206 1.682 -1.259
N: 2.961 -0.448 0.166
N: 0.729 -1.139 -0.220
N: -0.372 0.807 -0.581
N: 0.912 1.159 -0.124

Löwdin atomic charge list, values in e, 6 entries: -0.439 -0.431 -0.113 -0.016 0.013 0.151

<two>
Molecular formula: C4H6N4
Method: DFT, the ωB97M-V functional and the def2-TZVPD basis

HOMO energy in eV: -8.6
Gap between HOMO and LUMO in eV: 8.086

Atoms and positions in Å:
C: -0.739 0.208 2.483
C: -0.706 -0.180 0.197
C: 1.393 -0.262 -0.680
C: -0.520 -0.082 -2.169
H: -1.471 0.282 3.407
H: -0.181 -0.709 2.535
H: -0.016 1.151 2.322
H: 2.510 -0.598 -0.684
H: 1.777 0.907 -2.682
H: -0.821 -0.252 -3.144
N: -1.445 0.270 1.202
N: 0.622 -0.497 0.402
N: 0.949 0.042 -2.022
N: -1.351 -0.281 -1.167

Löwdin atomic charge list, values in e, 6 entries: -0.181 -0.433 -0.169 -0.169 0.097 0.036

Relative energies with respect to the most stable structure, expressed in kcal/mol: <one> 32.4; <two> 0.0.